Record 1
{
  "formula": "C11H43IN3O13",
  "method": "ωB97M-V/def2-TZVPD",
  "species": ["C", "C", "C", "N", "C", "C", "C", "C", "C", "C", "N", "N", "I", "C", "C", "O", "H", "H", "H", "H", "H", "H", "H", "H", "H", "H", "H", "H", "H", "H", "H", "H", "H", "H", "H", "O", "H", "H", "O", "H", "H", "O", "H", "H", "O", "H", "H", "O", "H", "H", "O", "H", "H", "O", "H", "H", "O", "H", "H", "O", "H", "H", "O", "H", "H", "O", "H", "H", "O", "H", "H"],
  "coordinates": [[1.653, -0.705, 2.492], [0.711, -1.110, 1.663], [-0.615, -1.631, 0.942], [-1.312, -0.629, 0.064], [-2.757, -0.632, 0.559], [-3.729, 0.306, -0.337], [-5.270, 0.248, 0.224], [-6.100, 1.604, -0.047], [-7.251, 1.819, 1.109], [-0.764, 0.735, 0.182], [-1.114, 1.492, 1.287], [0.051, 1.230, -0.907], [1.274, -0.184, -1.748], [0.718, 2.536, -0.625], [1.798, 2.530, 0.565], [2.733, 1.689, 0.743], [2.666, -0.446, 2.992], [-0.349, -2.537, 0.256], [-1.374, -2.058, 1.713], [-2.835, -0.433, 1.696], [-3.150, -1.720, 0.413], [-3.744, -0.168, -1.393], [-3.363, 1.394, -0.432], [-5.175, 0.125, 1.379], [-5.810, -0.678, -0.208], [-6.691, 1.508, -1.038], [-5.425, 2.545, -0.013], [-8.322, 1.679, 0.679], [-7.069, 1.095, 2.001], [-7.207, 2.896, 1.543], [-0.627, 1.402, 2.194], [-1.903, 2.161, 1.162], [1.129, 2.996, -1.614], [-0.126, 3.271, -0.294], [1.761, 3.423, 1.317], [5.822, 2.591, 1.027], [4.879, 2.542, 0.820], [6.208, 3.028, 0.256], [4.707, 4.309, 3.561], [3.780, 4.146, 3.773], [4.904, 3.672, 2.860], [3.251, -3.338, 0.803], [4.075, -3.172, 1.279], [2.614, -2.741, 1.221], [-1.922, -2.473, -2.226], [-1.929, -2.457, -3.192], [-1.549, -1.615, -1.979], [4.849, -0.776, -1.838], [4.961, -1.570, -1.297], [4.596, -0.093, -1.201], [7.735, -0.376, -2.960], [6.805, -0.544, -2.751], [7.937, -1.014, -3.657], [-5.159, 0.479, -2.870], [-5.521, -0.120, -3.536], [-4.307, 0.750, -3.237], [-0.635, -3.572, 3.239], [-1.104, -4.150, 3.854], [0.262, -3.932, 3.217], [-5.503, 3.982, 2.661], [-5.396, 3.184, 3.196], [-5.761, 4.659, 3.301], [10.063, -2.217, -3.817], [10.333, -1.423, -3.337], [10.175, -2.929, -3.174], [9.455, -4.339, -5.993], [9.726, -3.545, -5.512], [9.567, -5.052, -5.351], [-6.725, -2.156, 1.469], [-7.411, -2.641, 0.992], [-6.193, -2.849, 1.881]],
  "atomic_forces_ev_per_a": [[-3.7909, -2.1775, -4.5514], [3.3429, 1.7473, 4.2757], [1.6391, -1.7816, 0.3974], [0.1443, 2.3082, 1.1916], [-1.8998, -0.1469, -0.3696], [-0.3409, -1.1361, -0.2425], [0.9155, 0.5775, 0.4036], [-1.1461, -0.2339, 0.6022], [0.0460, 0.3557, 0.1654], [1.0715, -1.2082, -2.0914], [-0.3946, 1.3012, -1.0485], [-1.5693, -1.0078, 4.9703], [0.0131, -0.2374, -0.5767], [-0.7440, 1.8576, 0.0706], [3.0444, -1.5907, 0.8015], [-4.0379, 3.0843, -1.1894], [-2.4407, -0.4918, -1.1113], [-0.1739, 1.5962, 1.2940], [1.7404, 1.0072, -1.0915], [0.2939, -0.0327, -1.8028], [0.9211, 1.8569, 0.1005], [0.2479, 0.9644, 1.8636], [-0.4887, -1.4725, 0.2823], [-0.3376, 0.0530, -1.9325], [1.0151, 1.6594, 0.8463], [1.5005, 0.4203, 1.4951], [-0.9949, -1.6754, -0.3342], [1.9147, -0.0151, 0.8216], [-0.5007, 1.1151, -1.5896], [-0.0402, -1.9413, -0.9077], [-0.5670, -0.2812, -0.9608], [1.0889, -0.6525, 0.4741], [-0.4169, -1.1039, 1.8140], [1.5810, -1.3021, -0.5433], [-0.2724, -1.2511, -1.4052], [-0.4110, 0.0981, -0.1838], [0.1619, -0.1378, 0.0114], [0.0914, -0.0345, 0.2119], [-0.4269, -0.2538, -0.2236], [0.2172, 0.1089, 0.1145], [0.3271, 0.1283, 0.0749], [0.0665, 0.2868, 0.1255], [-0.1185, -0.1506, -0.0681], [0.0803, -0.0473, -0.0797], [0.0992, 0.2915, -0.2262], [-0.0382, -0.1782, 0.1634], [-0.0868, -0.1407, 0.1315], [-0.2580, -0.0346, 0.2346], [-0.0232, 0.0481, -0.1168], [0.1891, -0.0438, -0.0799], [-0.1775, -0.2285, -0.1403], [0.0346, 0.1267, 0.0667], [0.1280, 0.0849, 0.1252], [0.0659, -0.1550, -0.5672], [-0.0391, 0.1387, 0.0961], [-0.2246, 0.0483, -0.0191], [0.0871, -0.2699, 0.1878], [0.0382, 0.1145, -0.1194], [-0.1381, 0.0815, -0.0127], [0.2297, 0.0458, 0.3700], [-0.1206, 0.1126, -0.1228], [0.0414, -0.0594, -0.1612], [0.0493, -0.0936, 0.2429], [-0.0704, -0.0575, -0.1600], [-0.0403, 0.1380, -0.0964], [0.0520, -0.0153, 0.3324], [-0.0269, -0.0137, -0.1154], [-0.0231, 0.0847, -0.2164], [-0.0160, -0.4272, 0.0133], [0.0563, 0.1212, 0.1156], [-0.1396, 0.1184, -0.0300]],
  "mol_weight_g_mol": 552.4,
  "total_charge": 1,
  "e_tot_ha": -1884.4567
}

***

Record 2
{
  "formula": "C11H44BF8N2O19S4V",
  "method": "ωB97M-V/def2-TZVPD",
  "species": ["V", "B", "F", "F", "F", "F", "N", "S", "O", "O", "F", "S", "O", "O", "F", "N", "S", "O", "O", "F", "S", "O", "O", "F", "C", "O", "H", "H", "H", "H", "C", "O", "H", "H", "H", "H", "C", "O", "H", "H", "H", "H", "C", "O", "H", "H", "H", "H", "C", "O", "H", "H", "H", "H", "C", "O", "H", "H", "H", "H", "C", "O", "H", "H", "H", "H", "C", "O", "H", "H", "H", "H", "C", "O", "H", "H", "H", "H", "C", "O", "H", "H", "H", "H", "C", "O", "H", "H", "H", "H"],
  "coordinates": [[-1.237, 1.957, -1.604], [-3.680, 3.016, 0.570], [-3.312, 2.819, 1.883], [-3.940, 4.359, 0.474], [-2.536, 2.726, -0.103], [-4.742, 2.366, 0.040], [-0.042, 1.707, -3.134], [-0.220, 1.296, -4.654], [0.062, -0.093, -5.057], [-0.112, 2.339, -5.654], [-1.829, 1.264, -4.573], [1.662, 2.125, -3.489], [1.793, 3.601, -3.676], [2.506, 1.142, -4.202], [2.148, 1.934, -2.005], [-0.277, 0.681, -0.427], [-0.025, 0.206, 1.013], [1.364, -0.007, 1.381], [-1.095, -0.610, 1.589], [-0.371, 1.640, 1.606], [0.386, -0.851, -1.056], [-0.123, -2.094, -0.426], [1.707, -0.844, -1.675], [-0.505, -0.841, -2.396], [2.738, -4.910, -1.274], [3.076, -3.635, -1.413], [3.324, -5.590, -1.891], [2.891, -5.399, -0.312], [1.698, -4.974, -1.594], [3.171, -3.320, -2.315], [5.120, -1.573, 0.192], [5.313, -0.705, -0.935], [5.868, -1.398, 0.965], [4.164, -1.541, 0.714], [5.193, -2.578, -0.225], [4.490, -0.228, -1.069], [1.994, 5.096, 1.849], [1.459, 3.795, 1.608], [1.525, 5.588, 2.701], [3.037, 5.048, 2.163], [1.981, 5.736, 0.966], [0.711, 3.630, 2.187], [-0.746, 3.941, 4.746], [-0.579, 3.678, 3.326], [0.197, 4.203, 5.226], [-1.459, 4.732, 4.979], [-1.052, 3.083, 5.345], [-1.425, 3.273, 3.122], [-0.425, 4.912, -0.735], [-0.054, 3.517, -0.807], [-1.078, 5.157, 0.103], [0.420, 5.600, -0.746], [-1.019, 5.287, -1.568], [0.581, 3.435, -0.092], [-1.073, -6.387, -1.058], [-0.212, -5.970, 0.059], [-0.656, -6.210, -2.050], [-1.399, -7.426, -1.016], [-1.910, -5.692, -1.125], [-0.158, -5.014, 0.121], [-4.691, -0.199, 2.514], [-5.102, -0.519, 3.763], [-4.759, -1.041, 1.825], [-5.201, 0.691, 2.145], [-3.608, -0.095, 2.590], [-5.767, -1.192, 3.596], [0.407, -3.616, 2.373], [0.806, -3.045, 3.602], [-0.028, -4.573, 2.660], [-0.309, -2.984, 1.847], [1.323, -3.786, 1.808], [-0.024, -2.975, 4.079], [5.776, 1.105, 1.928], [4.465, 1.188, 1.304], [5.913, 1.934, 2.623], [5.962, 0.229, 2.550], [6.593, 1.202, 1.214], [3.787, 0.659, 1.730], [-2.560, -3.230, -3.394], [-3.987, -3.188, -3.574], [-2.200, -4.059, -4.003], [-2.127, -2.279, -3.705], [-2.232, -3.485, -2.386], [-4.334, -3.487, -2.730], [-3.538, -0.229, -1.227], [-2.973, 0.766, -1.956], [-4.574, -0.272, -1.563], [-3.103, -1.211, -1.412], [-3.551, -0.132, -0.142], [-3.653, 0.826, -2.632]],
  "atomic_forces_ev_per_a": [[-0.5174, 0.8332, 1.4890], [-2.5251, 2.4222, 2.4834], [-0.2402, -1.1721, 1.1493], [0.1395, 1.3381, -0.7184], [4.1802, -1.4459, -3.6525], [-0.5290, -1.5234, -0.2107], [3.2057, 0.7713, -0.8280], [-5.3883, -4.0356, -6.9272], [0.1234, 3.3611, 1.8061], [1.4374, -0.7776, 2.0334], [-0.3568, -0.1515, 0.8345], [5.4383, 3.6051, 2.2330], [-0.9789, -4.5907, -0.0035], [-3.3110, 2.4618, 1.1999], [-0.5281, -0.0171, -0.1942], [1.4163, -3.1148, -3.6531], [-1.5855, 1.1438, 9.1501], [-1.9766, -0.2244, -1.4794], [2.1845, 1.2790, -1.4140], [0.2402, -0.1833, 0.0611], [0.6459, -4.6693, -5.0678], [1.4082, 3.7271, -0.8099], [-2.2039, 0.9883, 2.3446], [-0.3488, 0.4380, 0.8077], [-1.2033, -3.4007, -1.2426], [1.7502, 3.8831, 0.9300], [0.1082, -0.1062, -0.6049], [-0.2406, 0.9981, 0.5832], [-0.3546, -0.9397, 0.3145], [-0.0667, -0.4123, 0.0040], [0.2820, -0.6214, -0.5474], [-0.4173, -0.0165, 0.6444], [0.2610, -0.0126, -0.2739], [-0.3032, 0.4493, -0.4222], [0.1822, -0.1936, 0.4553], [0.0385, 0.1984, 0.0411], [0.4313, -0.1077, 0.6310], [0.5782, 0.4023, -1.3467], [-0.5226, 0.0574, -0.2274], [0.1826, -0.4468, -0.2257], [-0.3208, -0.0604, -0.0471], [-0.3792, 0.1187, 0.7137], [0.6317, 0.0675, 0.5463], [-0.6929, 0.2561, 1.9345], [0.2316, 0.2527, -0.5822], [-0.0433, 0.1519, -0.4845], [-0.2519, -0.4596, -0.5483], [-0.2344, -0.1850, -0.8158], [-0.9928, 1.5048, -0.2778], [-1.1676, 0.3952, -1.3704], [0.3050, -0.5716, 0.4521], [0.4125, -0.6509, 0.2358], [0.0131, -0.9139, -0.5798], [1.0479, -0.6350, 1.2797], [0.3387, 1.8047, 0.2659], [-0.7158, -1.4424, -1.0407], [0.9274, -0.2943, 0.0308], [0.2218, 0.2173, 0.6066], [-0.6168, -0.3491, 0.4993], [-0.1876, 0.0832, -0.3390], [1.9045, 0.5123, -1.7581], [-1.4938, -1.3284, 1.9732], [-0.5375, -0.1016, -0.3657], [0.2622, 0.0495, -0.3721], [0.1521, 0.8498, -0.3470], [-0.2804, -0.0044, 0.8723], [0.2844, -0.6352, 0.4765], [-0.1070, 0.6956, 0.3502], [-0.2235, -0.3226, -0.7786], [0.1096, -0.0811, -0.1590], [-0.2054, 0.0514, -0.2792], [0.1801, 0.2657, 0.4756], [-0.6794, 0.4633, 0.5375], [1.2620, 0.1558, -0.0919], [-0.2295, 0.3064, 0.0246], [-0.3549, -0.3629, -0.3221], [-0.4771, -0.2414, -0.4603], [0.3168, -0.1166, 0.3784], [-0.1649, -0.5246, -0.6572], [0.4809, 0.1870, 0.8601], [0.3448, 0.2414, -0.2836], [0.0780, -0.1556, -0.0372], [-0.2646, 0.3218, 0.2839], [-0.4626, -0.0453, -0.1504], [-1.9352, -3.5604, 2.3871], [1.7433, 2.2993, -1.5124], [-0.1667, -0.3333, 0.4605], [0.3131, 0.0611, -0.3311], [0.2610, 0.7535, -0.0701], [0.7270, 1.1155, -0.9288]],
  "mol_weight_g_mol": 850.5,
  "relative_energy_kj_mol": 88.7,
  "s2": 2.013,
  "multiplicity": 3
}

***

Record 3
{
  "formula": "C11H44N18O11",
  "method": "ωB97M-V/def2-TZVPD",
  "species": ["C", "O", "H", "H", "H", "H", "C", "O", "H", "H", "H", "H", "C", "O", "N", "N", "H", "H", "H", "H", "C", "O", "N", "N", "H", "H", "H", "H", "C", "O", "N", "N", "H", "H", "H", "H", "C", "O", "N", "N", "H", "H", "H", "H", "C", "O", "N", "N", "H", "H", "H", "H", "C", "O", "N", "N", "H", "H", "H", "H", "C", "O", "N", "N", "H", "H", "H", "H", "C", "O", "N", "N", "H", "H", "H", "H", "C", "O", "N", "N", "H", "H", "H", "H"],
  "coordinates": [[-5.250, -1.454, -2.123], [-4.156, -0.653, -1.646], [-4.852, -2.402, -2.485], [-6.036, -1.538, -1.373], [-5.853, -0.950, -2.878], [-3.519, -1.288, -1.311], [-3.604, 0.498, 1.688], [-4.165, 1.124, 0.555], [-4.138, -0.430, 1.888], [-2.561, 0.304, 1.439], [-3.682, 1.163, 2.548], [-3.937, 0.507, -0.144], [3.391, -3.962, 3.056], [2.894, -3.504, 4.096], [3.720, -3.222, 1.983], [3.480, -5.211, 2.875], [3.832, -3.733, 1.119], [3.502, -2.236, 2.000], [3.955, -5.534, 2.044], [3.019, -5.785, 3.566], [2.002, 1.388, -4.106], [1.479, 2.031, -3.207], [3.240, 1.377, -4.425], [1.378, 0.730, -4.958], [3.877, 1.682, -3.703], [3.538, 1.026, -5.324], [0.410, 0.584, -4.710], [1.784, 0.099, -5.634], [3.383, 0.519, 3.403], [3.163, 1.496, 2.726], [2.514, 0.206, 4.261], [4.393, -0.383, 3.428], [2.936, -0.278, 5.040], [1.657, 0.714, 4.429], [5.093, -0.370, 2.700], [4.573, -0.957, 4.240], [0.782, -0.438, -0.030], [0.566, -1.192, 0.886], [1.908, 0.206, -0.195], [-0.157, -0.181, -0.891], [2.475, 0.145, 0.638], [1.998, 0.906, -0.917], [-0.029, 0.473, -1.650], [-1.033, -0.662, -0.741], [-0.046, -1.913, 4.579], [-1.010, -1.234, 4.726], [0.503, -2.651, 5.444], [0.577, -2.058, 3.488], [1.392, -3.017, 5.134], [0.037, -2.899, 6.305], [1.465, -2.538, 3.455], [0.209, -1.590, 2.672], [-2.368, 1.035, -4.435], [-2.828, 0.277, -5.215], [-1.544, 1.899, -4.733], [-2.782, 1.119, -3.191], [-1.165, 2.400, -3.942], [-1.247, 1.918, -5.698], [-2.399, 1.933, -2.733], [-3.670, 0.717, -2.928], [-2.111, -3.301, -0.551], [-2.535, -2.319, -0.004], [-2.770, -4.408, -0.774], [-0.887, -3.499, -0.781], [-2.218, -5.250, -0.852], [-3.719, -4.477, -0.437], [-0.274, -2.696, -0.761], [-0.670, -4.378, -1.229], [1.363, 4.386, 1.793], [1.101, 5.497, 1.462], [2.188, 4.037, 2.736], [0.897, 3.357, 1.182], [2.578, 3.105, 2.751], [2.330, 4.767, 3.420], [0.278, 3.503, 0.397], [1.213, 2.448, 1.488], [-1.195, 3.992, -2.231], [-1.266, 2.946, -1.610], [-2.166, 4.854, -2.337], [-0.290, 4.198, -3.145], [-2.100, 5.697, -2.888], [-2.998, 4.693, -1.788], [-0.285, 5.107, -3.585], [0.439, 3.528, -3.343]],
  "atomic_forces_ev_per_a": [[-0.3180, 0.6120, 0.4087], [-1.1294, -0.4164, -0.5966], [-0.4526, -0.0633, -0.0266], [0.3650, -0.6740, 0.6446], [0.8215, 0.2357, -0.6504], [0.3985, -0.0954, 0.4945], [0.1417, 0.1478, -0.0618], [-0.2649, 0.3445, -0.0493], [0.1815, -0.1934, 0.2781], [0.2056, -0.2761, 0.6426], [0.0719, -0.0493, -0.0542], [-0.4723, 0.1894, -0.6303], [-1.8040, 4.1589, 1.1412], [0.8837, 0.3525, 0.0454], [0.6927, 0.7552, -0.5551], [0.7510, -5.0905, -0.6017], [-0.1260, 0.7257, -0.0173], [0.0311, -0.1902, -0.1476], [-0.3512, -0.6789, 0.4920], [0.4481, -0.3125, -0.3637], [0.2817, 2.5727, 2.2290], [-0.1657, 0.1482, 1.6739], [6.2186, 1.0163, 0.6969], [-6.4408, -4.4517, -4.3671], [0.3652, 0.1360, -0.6503], [0.3431, 0.1398, 0.6366], [-0.2827, -0.0792, -0.6319], [-0.1214, 0.1646, 0.4026], [0.7177, 0.8047, -0.9933], [1.5098, 0.7662, -3.1656], [-3.3467, -1.9111, 5.5668], [2.2376, -0.2018, -1.6517], [-1.2082, -0.4114, 0.2755], [0.3092, 0.1355, -0.1702], [0.0585, 0.2678, 0.4295], [-0.2088, 0.0057, -0.4065], [-1.0448, 0.2200, 0.1852], [0.3828, -1.9593, 1.8808], [2.7867, 0.7451, 0.0640], [-2.1993, 0.2404, -2.6311], [0.4159, 0.6813, -0.4208], [0.2312, 0.1750, 0.4056], [-0.3979, 0.0891, 0.1413], [-0.1838, 0.3570, -0.1115], [-2.0110, 1.1209, -0.3922], [-3.5241, 2.3971, 0.7963], [2.6539, -3.6882, 6.1543], [2.0383, 0.5747, -6.7392], [-0.2460, -0.7243, 1.1150], [0.4519, 0.2176, -0.1788], [-0.4363, 0.2409, -0.3382], [0.4616, -0.0290, -0.0150], [-4.9174, -3.1286, 2.2642], [-1.7660, -3.7794, -3.6834], [6.4600, 5.6806, -2.1876], [-0.4680, 0.3778, 2.6030], [0.6448, 0.5557, -1.0595], [0.3561, 0.4356, 0.4473], [-0.7665, -0.3853, 1.0848], [0.5139, -0.0630, 0.1817], [-1.7398, 0.1470, 2.1402], [-1.7201, 2.8003, 0.1062], [-3.4612, -3.0458, -0.7142], [6.2584, -0.1781, -1.7767], [-0.7491, 0.0072, 0.0454], [0.2508, -0.1235, -0.0275], [0.3802, -0.4302, 0.1513], [0.8599, 0.7633, -0.1098], [0.3994, 0.4734, -0.3745], [-1.0314, 3.8778, -0.4546], [2.1753, 0.6766, 3.2747], [-1.9906, -3.9058, -2.7217], [0.0609, 0.3226, 0.6831], [0.6220, -0.5101, -0.0379], [0.1266, -0.4602, 0.0755], [-0.5763, -0.0391, -0.4723], [-0.3330, -1.8846, -0.5615], [0.1352, -0.8502, 1.4201], [-3.3839, 2.4797, 1.0805], [3.1330, 1.3741, -2.1910], [-0.1203, -0.3257, 0.2699], [0.2178, 0.2426, 0.0274], [0.3874, -0.4263, -0.1403], [0.3216, 0.0792, 0.4747]],
  "mol_weight_g_mol": 604.6,
  "relative_energy_kj_mol": 507.0,
  "smiles": "NC(N)=O.NC(N)=O.NC(N)=O.NC(N)=O.NC(N)=O.NC(N)=O.NC(N)=O.NC(N)=O.NC(N)=O.CO.CO"
}